Entry 1:
This record from OMol25 describes C3H2Cl2N2O2 as an isolated structure. The level of theory is ωB97M-V/def2-TZVPD.

Geometry as XYZ:
```
11
Properties=species:S:1:pos:R:3:forces:R:3
Cl 1.642 -1.307 -3.494 1.157 -1.498 0.056
Cl 2.979 1.252 -2.950 1.046 -0.191 0.477
O 1.870 -0.224 -1.127 2.642 -2.716 6.545
O -0.204 0.392 -0.193 0.407 -0.684 -0.226
N -0.114 1.347 -3.600 -0.707 -0.032 0.136
N 0.885 -0.006 0.102 -0.492 1.756 -0.210
C 1.492 -0.080 1.248 -1.872 1.004 -0.707
C 1.791 0.060 -2.307 -4.033 2.733 -6.780
C 0.524 0.709 -2.891 0.544 0.825 0.971
H 0.814 0.405 1.955 0.403 -0.713 0.255
H 2.501 -0.278 1.469 0.904 -0.485 -0.516
```
Positions in Å, forces in eV/Å.

Calculated values
2S+1 = 1
ΔE to the lowest compared entry with this formula, charge and spin = 243.8 kJ/mol
E_HOMO (alpha / beta) = -10.82 / -10.82 eV
total energy = -35256.85198 eV
F_max = 8.35 eV/Å

=====

Entry 2:
This record from OMol25 describes C14H29P2Ti as an isolated structure. The level of theory is ωB97M-V/def2-TZVPD.

Geometry as XYZ:
```
46
Properties=species:S:1:pos:R:3:forces:R:3
Ti 1.333 1.270 -0.428 4.047 -1.246 1.236
P 0.784 3.533 -0.181 -0.641 0.280 0.462
P -0.342 -0.386 0.105 0.427 0.703 0.082
C -0.483 -0.475 -1.742 -1.222 -0.349 0.078
C 0.190 0.738 -2.450 0.231 -0.659 -0.870
C 3.544 0.460 1.129 -0.686 0.249 -0.599
C -3.092 -0.011 0.846 -0.586 0.434 0.121
C 3.222 -0.559 -0.916 -0.311 0.120 0.077
C -0.290 -2.159 2.254 -0.002 -0.134 0.034
C -1.628 -2.930 0.227 -0.078 -0.272 0.269
C -0.433 -2.106 0.727 0.023 -0.254 -0.279
C -1.334 1.234 2.130 -0.135 0.296 0.100
C 3.413 0.834 -1.194 0.785 0.529 1.842
C 3.602 1.508 0.147 0.140 -1.138 -1.733
C -1.721 0.656 0.766 -0.490 -0.656 -0.126
C -1.936 -0.640 -2.245 0.200 -0.234 -0.707
C 3.284 -0.782 0.492 -0.587 0.982 -0.501
H -2.111 1.943 2.432 -0.012 -0.063 0.103
H 1.305 1.013 -2.229 -1.177 -0.461 -0.473
H -1.894 -0.800 -3.332 -0.192 0.108 0.079
H -0.619 3.754 0.099 0.641 0.867 -0.163
H -3.816 0.756 1.144 -0.087 -0.129 0.058
H 3.038 -1.720 0.993 0.324 0.250 -0.141
H -1.147 -1.699 2.769 0.258 -0.148 -0.181
H 0.056 -1.401 -2.012 0.068 0.441 0.172
H 3.735 1.268 -2.141 -0.185 -0.171 0.221
H -2.540 0.255 -2.065 0.108 -0.096 0.033
H -1.591 -3.098 -0.855 0.008 0.051 0.239
H -0.246 -3.213 2.563 -0.023 0.226 -0.008
H 1.451 4.379 0.782 -0.571 0.076 -0.489
H 0.634 -1.672 2.590 -0.249 0.006 -0.080
H 0.985 4.215 -1.441 -0.205 0.009 0.789
H -0.460 1.620 -2.481 0.198 -0.198 0.107
H -3.444 -0.408 -0.112 0.175 -0.012 0.249
H -2.594 -2.476 0.487 0.366 -0.184 -0.150
H -0.380 1.778 2.139 -0.168 -0.286 -0.216
H -1.279 0.452 2.893 -0.011 0.098 -0.077
H 0.347 0.435 -3.498 -0.197 0.132 0.161
H -1.596 -3.916 0.712 -0.021 0.126 -0.142
H -2.449 -1.517 -1.820 0.253 0.476 -0.082
H 3.727 0.599 2.189 -0.191 -0.027 -0.115
H 0.483 -2.544 0.285 -0.252 0.133 0.205
H -3.135 -0.799 1.603 0.071 0.072 -0.077
H 4.086 2.472 0.274 -0.189 -0.143 0.053
H 3.156 -1.344 -1.678 -0.105 0.315 0.351
H -1.813 1.482 0.042 0.252 -0.120 0.089
```
Positions in Å, forces in eV/Å.

Calculated values
2S+1 = 2
ΔE to the lowest compared entry with this formula, charge and spin = 0.0 kJ/mol
E_HOMO (alpha / beta) = -5.02 / -4.63 eV
total energy = -56676.43200 eV
F_max = 4.41 eV/Å

=====

Entry 3:
This record from OMol25 describes one molecule with the formula C9H14N2. The level of theory is ωB97M-V/def2-TZVPD.

Geometry as XYZ:
```
25
Properties=species:S:1:pos:R:3:forces:R:3
N 1.725 -1.691 -0.028 0.689 2.285 -0.997
N -2.791 0.302 -0.773 -0.616 0.395 -1.135
C 1.013 0.482 2.090 1.710 0.731 -1.140
C 1.408 1.680 -1.381 0.499 -0.029 1.396
C 0.609 0.608 0.796 -1.132 1.528 3.308
C -3.716 -0.508 -0.543 3.190 -2.381 1.754
C 1.616 0.758 -0.224 2.670 -1.989 -0.411
C 1.282 -2.740 0.477 1.615 -1.422 1.053
C -1.435 -0.119 -0.611 1.753 1.028 -0.235
C -0.850 0.833 0.471 -0.714 -0.274 0.409
C 1.989 -0.702 -0.670 -0.104 0.960 -0.715
H -1.441 0.727 1.443 0.615 0.097 -1.335
H -3.384 -1.476 -0.068 -0.722 0.275 -0.619
H 2.008 -3.373 0.993 -0.679 0.080 0.235
H 0.406 -3.066 0.033 -1.710 -1.143 -0.300
H 2.375 1.898 -1.722 1.301 0.147 -1.095
H 0.857 1.187 -2.108 -1.313 -0.127 -1.586
H 1.068 2.620 -1.004 -0.959 0.592 -0.074
H 2.186 0.578 2.221 -2.658 -0.508 0.301
H -1.170 -1.174 -0.378 -0.878 0.219 0.085
H -1.059 1.860 0.067 0.444 -0.707 0.544
H 0.321 0.494 2.949 0.582 -0.236 -0.539
H 2.608 1.073 0.167 -0.647 -0.201 0.551
H -0.898 0.108 -1.583 -0.617 -0.265 0.966
H -4.727 -0.359 -0.614 -2.318 0.946 -0.421
```
Positions in Å, forces in eV/Å.

Calculated values
2S+1 = 1
ΔE to the lowest compared entry with this formula, charge and spin = 510.0 kJ/mol
E_HOMO = -7.77 eV
total energy = -12535.14897 eV
F_max = 4.35 eV/Å